Entry 1:
A structure of composition C41H38ClI2O7Ti at a distorted geometry, computed with the ωB97M-V functional and the def2-TZVPD basis.

Element x y z (Å)
Ti -0.027 -0.207 1.200
I -1.512 2.148 4.137
C -2.675 0.418 3.919
I -1.703 -1.404 3.361
H -3.501 0.601 3.222
H -3.044 0.185 4.901
C -1.428 1.152 -4.634
C -1.063 -0.233 -4.147
C -0.968 -1.201 -5.293
O 0.207 -0.294 -3.456
C 0.003 -0.267 -2.041
C -1.448 -0.680 -1.876
O -1.987 -0.672 -3.194
C -2.221 0.230 -0.889
O -1.308 0.408 0.243
C -2.534 1.575 -1.593
C -1.771 2.717 -1.403
C -2.109 3.898 -2.058
C -3.222 3.947 -2.873
C -4.026 2.826 -2.998
C -3.681 1.624 -2.401
C -3.486 -0.337 -0.245
C -3.720 -1.714 -0.134
C -4.741 -2.209 0.689
C -5.555 -1.338 1.437
C -5.331 0.018 1.258
C -4.298 0.524 0.469
C 1.068 -1.210 -1.333
O 0.675 -1.304 0.027
C 2.517 -0.652 -1.376
C 2.802 0.297 -2.368
C 4.071 0.806 -2.513
C 5.059 0.305 -1.691
C 4.769 -0.659 -0.734
C 3.507 -1.174 -0.558
C 0.952 -2.661 -1.923
C 0.161 -3.612 -1.264
C 0.029 -4.859 -1.764
C 0.605 -5.201 -3.002
C 1.422 -4.289 -3.642
C 1.590 -3.003 -3.133
H -0.826 1.464 -5.464
H -1.396 1.880 -3.816
H -2.459 1.031 -5.012
H -0.253 -0.823 -6.019
H -1.885 -1.465 -5.790
H -0.538 -2.131 -4.842
H 0.161 0.725 -1.654
H -1.473 -1.672 -1.495
H -0.940 2.670 -0.714
H -1.484 4.755 -1.964
H -3.578 4.873 -3.292
H -4.957 2.890 -3.565
H -4.308 0.734 -2.553
H -3.122 -2.357 -0.781
H -4.871 -3.301 0.698
H -6.285 -1.684 2.082
H -5.970 0.711 1.761
H -4.164 1.612 0.419
H 2.000 0.545 -3.039
H 4.306 1.526 -3.298
H 6.093 0.620 -1.827
H 5.613 -1.009 -0.144
H 3.324 -1.945 0.165
H -0.290 -3.323 -0.354
H -0.557 -5.568 -1.230
H 0.461 -6.225 -3.403
H 1.920 -4.559 -4.582
H 2.274 -2.339 -3.656
C 3.482 3.281 4.806
C 3.054 2.028 5.532
C 2.808 2.104 6.912
C 2.701 0.976 7.694
Cl 2.416 1.072 9.414
C 2.711 -0.273 7.099
C 2.950 -0.414 5.753
C 3.151 0.741 4.984
O 3.692 0.588 3.681
C 3.251 1.237 2.534
C 1.883 0.830 2.147
O 1.346 1.212 1.049
O 1.227 -0.017 2.844
H 3.416 4.142 5.448
H 2.938 3.440 3.910
H 4.514 3.178 4.476
H 2.757 3.045 7.377
H 2.566 -1.120 7.761
H 3.098 -1.409 5.337
H 3.888 0.874 1.720
H 3.277 2.352 2.565

Results
- total charge = +1
- orbital gap (eV) = 6.94
- multiplicity = 1
- HOMO (eV) = -10.8
- relative energy (zero: lowest compared OMol25 entry of this formula, charge and spin) (kJ/mol) = 0.0


Entry 2:
A structure of composition C21H22BrN3O2RuS4Sb at a distorted geometry, computed with the ωB97M-V functional and the def2-TZVPD basis.

Element x y z (Å)
Ru 0.407 0.117 1.205
O 1.935 -1.056 2.098
N 3.111 -0.912 1.652
N 3.246 -0.146 0.638
O 2.254 0.484 0.051
C 4.523 -0.022 0.068
C 4.633 0.159 -1.306
C 5.884 0.280 -1.881
C 7.020 0.247 -1.087
C 6.904 0.072 0.284
C 5.660 -0.071 0.868
H 3.736 0.193 -1.906
H 5.969 0.398 -2.954
H 7.994 0.350 -1.544
H 7.789 0.055 0.905
H 5.553 -0.204 1.931
S -1.508 -0.986 6.280
Sb -1.374 0.631 4.555
S 0.704 1.838 2.671
S -1.078 -0.912 2.610
S -3.652 1.115 4.225
C -5.042 -0.264 1.263
N -4.046 0.232 0.304
C -3.379 -0.876 -0.395
C -3.045 1.099 0.995
C -2.096 1.752 0.036
C -2.639 2.702 -0.830
C -1.851 3.356 -1.752
C -0.491 3.089 -1.768
C 0.046 2.177 -0.880
C -0.727 1.447 0.035
H -5.802 -0.855 0.753
H -5.502 0.571 1.788
H -4.539 -0.873 2.013
H -4.510 0.813 -0.405
H -2.851 -1.485 0.339
H -2.644 -0.481 -1.096
H -4.103 -1.484 -0.936
H -2.485 0.453 1.678
H -3.584 1.845 1.584
H -3.699 2.934 -0.763
H -2.278 4.077 -2.433
H 0.156 3.597 -2.473
H 1.118 2.026 -0.906
Br -1.590 -4.426 -3.432
C -0.863 -3.204 -2.138
C -0.816 -3.573 -0.808
C -0.385 -2.641 0.124
C -0.037 -1.335 -0.229
C -0.016 -1.049 -1.598
C -0.430 -1.962 -2.555
H -1.118 -4.563 -0.496
H -0.359 -2.945 1.164
H 0.316 -0.078 -1.942
H -0.419 -1.702 -3.605

Results
- total charge = -1
- orbital gap (spin up / spin down) (eV) = 6.25 / 5.25
- multiplicity = 5
- HOMO (spin up / spin down) (eV) = -4.1 / -4.4
- relative energy (zero: lowest compared OMol25 entry of this formula, charge and spin) (kJ/mol) = 216.1


Entry 3:
A cluster of 2 separate species, C6H8N in total at a distorted geometry, computed with the ωB97M-V functional and the def2-TZVPD basis.

Element x y z (Å)
C -3.553 -0.461 0.018
C -2.513 0.014 0.328
C 0.927 -1.302 -0.383
C 1.841 -0.592 0.579
C 0.343 1.365 -0.588
C -0.317 0.944 0.642
N 0.687 0.086 0.053
H -4.617 -0.314 -0.300
H 1.401 -1.297 -1.281
H 0.133 -2.103 -0.244
H 1.922 -0.911 1.571
H 2.866 -0.462 0.107
H -0.108 1.265 -1.546
H 1.059 2.267 -0.448
H -0.072 1.500 1.491

Results
- total charge = +1
- orbital gap (spin up / spin down) (eV) = 8.31 / 8.31
- multiplicity = 1
- HOMO (spin up / spin down) (eV) = -14.2 / -14.2
- relative energy (zero: lowest compared OMol25 entry of this formula, charge and spin) (kJ/mol) = 1021.3


Entry 4:
An isolated molecule of C6H6N2S2 at a distorted geometry, computed with the ωB97M-V functional and the def2-TZVPD basis.

Element x y z (Å)
C 2.521 -2.074 -0.603
C 0.639 -0.220 -0.119
C 1.733 0.537 0.171
C -0.610 0.265 -0.001
C -2.338 2.000 1.229
C -1.799 -0.522 -0.349
H 2.946 -1.575 -1.387
H 2.948 -1.939 0.163
H 2.996 -3.245 -0.680
H -2.390 1.239 2.183
H -2.996 1.781 0.580
H -2.680 2.886 1.486
N 2.730 1.107 0.306
N -2.823 -0.998 -0.546
S 0.744 -1.977 -0.518
S -0.810 1.988 0.353

Results
- orbital gap (eV) = 7.87
- multiplicity = 1
- HOMO (eV) = -8.8
- SMILES = CS/C(C#N)=C(\C#N)SC
- relative energy (zero: lowest compared OMol25 entry of this formula, charge and spin) (kJ/mol) = 322.9